{
  "formula": "C40H51KN4O3P",
  "method": "wB97M-V/def2-TZVPD",
  "gap_ha": 0.2007,
  "total_charge": -1,
  "elements": ["K", "P", "O", "O", "O", "N", "N", "N", "N", "C", "C", "C", "C", "C", "C", "C", "C", "C", "C", "C", "C", "C", "C", "C", "C", "C", "C", "C", "C", "C", "C", "C", "C", "C", "C", "C", "C", "C", "C", "C", "C", "C", "C", "C", "C", "C", "C", "C", "C", "H", "H", "H", "H", "H", "H", "H", "H", "H", "H", "H", "H", "H", "H", "H", "H", "H", "H", "H", "H", "H", "H", "H", "H", "H", "H", "H", "H", "H", "H", "H", "H", "H", "H", "H", "H", "H", "H", "H", "H", "H", "H", "H", "H", "H", "H", "H", "H", "H", "H", "H"],
  "positions_angstrom": [[-1.325, 0.954, -0.655], [1.135, 1.803, -2.548], [0.571, 0.480, -2.126], [-0.932, 2.712, 0.958], [6.158, 0.659, 2.113], [2.728, 2.610, 6.088], [1.576, 3.043, 5.878], [-3.380, 2.996, -1.264], [0.241, 0.438, 1.868], [-1.768, -4.248, -1.286], [1.240, -2.745, -3.067], [2.764, 1.654, -3.281], [-3.532, 0.333, -2.370], [0.114, 2.605, -3.780], [5.279, 0.513, 4.374], [0.255, 1.546, 2.654], [0.792, -0.664, 2.317], [-0.947, -3.722, -2.293], [2.264, -2.975, -0.400], [5.318, 1.067, 3.105], [0.862, 2.784, 4.682], [-4.988, -1.240, -3.639], [-1.447, -3.495, -3.703], [-2.929, 4.366, -1.112], [-4.193, 2.609, -0.121], [0.366, -3.349, -1.990], [4.388, 1.029, 5.317], [6.912, -0.514, 2.346], [-3.905, -0.959, -2.804], [-1.263, -4.394, 0.011], [-0.558, 3.836, 2.999], [-2.174, -4.896, 1.112], [-4.103, 2.806, -2.514], [-5.492, 1.097, -3.678], [0.871, 1.571, 3.922], [-5.795, -0.198, -4.085], [4.468, 2.127, 2.792], [3.519, 2.053, 5.008], [1.375, 0.339, 4.401], [-0.455, 2.732, 2.118], [0.067, -4.071, 0.300], [1.333, 2.964, -1.197], [0.612, -4.397, 1.677], [0.872, -3.497, -0.693], [1.346, -0.769, 3.605], [3.576, 2.609, 3.728], [-4.390, 1.342, -2.857], [0.069, 3.829, 4.237], [-3.196, -4.671, -1.562], [3.151, 2.626, -3.591], [-3.908, -3.877, -1.311], [0.968, -3.107, -4.058], [-3.355, -4.924, -2.607], [0.552, 3.543, -4.124], [3.437, 1.214, -2.544], [-3.491, 3.251, -3.308], [-3.464, -5.552, -0.978], [1.699, -4.422, 1.689], [-5.209, -2.262, -3.941], [2.484, -2.941, 0.663], [-1.314, -2.450, -3.991], [-1.834, -4.569, 2.094], [-1.125, 4.696, 2.665], [1.137, -1.654, -3.067], [0.393, 3.067, -0.641], [-6.127, 1.921, -4.004], [-3.188, -4.518, 0.983], [-0.877, 2.789, -3.354], [2.365, -1.955, -0.779], [0.269, -5.381, 1.999], [2.705, 0.989, -4.144], [7.420, -0.742, 1.413], [-2.504, -3.708, -3.819], [-0.009, 1.917, -4.618], [-3.767, 5.087, -1.069], [3.042, -3.578, -0.879], [-4.526, 1.579, -0.250], [0.287, -3.685, 2.442], [-3.600, 2.685, 0.794], [-3.312, -1.812, -2.472], [-2.236, -5.990, 1.135], [-0.898, -4.110, -4.423], [-2.339, 4.456, -0.199], [1.731, -1.719, 3.957], [5.930, -0.304, 4.652], [-5.083, 3.258, -0.019], [4.359, 0.615, 6.320], [6.270, -1.354, 2.620], [1.759, 0.275, 5.410], [2.293, -2.980, -2.908], [2.915, 3.425, 3.466], [-2.298, 4.643, -1.963], [7.656, -0.361, 3.132], [0.016, 4.703, 4.879], [-6.647, -0.389, -4.728], [2.071, 2.546, -0.508], [4.510, 2.551, 1.796], [0.781, -1.515, 1.645], [1.664, 3.943, -1.549], [-5.050, 3.379, -2.495]],
  "mulliken_charge": [0.90, 0.99, -0.56, -0.39, -0.45, -0.61, -0.56, 1.06, 0.06, 0.71, -2.10, -1.34, -0.10, -0.81, -0.45, -0.23, -0.12, 1.59, -2.23, 0.94, -0.07, -0.55, -2.34, -1.10, -1.04, 0.63, -0.52, -0.89, -0.39, 1.47, -1.01, -2.33, -1.51, -0.79, 0.68, -0.82, -0.75, -0.23, -0.82, 0.17, 0.81, -0.33, -2.39, 1.63, -0.75, 0.21, 0.82, -0.30, -2.49, 0.39, 0.38, 0.46, 0.43, 0.41, 0.32, 0.37, 0.56, 0.40, 0.38, 0.28, 0.36, 0.41, 0.45, 0.07, -0.27, 0.31, 0.49, -0.12, 0.20, 0.55, 0.38, 0.24, 0.23, 0.35, 0.38, 0.53, 0.34, 0.36, 0.16, 0.47, 0.35, 0.52, 0.14, 0.45, 0.39, 0.29, 0.40, 0.36, 0.63, 0.50, 0.40, 0.25, 0.34, 0.39, 0.32, 0.13, 0.42, 0.41, 0.46, 0.27]
}